Entry 1:
C4H10NO | the ωB97M-V functional and the def2-TZVPD basis

Geometry as XYZ:
```
16
Properties=species:S:1:pos:R:3
C 1.48115 0.94363 -1.35144
N 0.07412 1.06501 -0.80278
C -0.84149 -0.07874 -0.80627
C -1.17378 -0.78103 0.56587
C -0.12363 -0.55948 1.71690
O 0.40571 0.67442 1.74839
H 1.91390 0.08960 -0.75845
H 1.92269 1.89766 -1.06571
H 1.70314 0.59274 -2.36510
H 0.03220 1.24200 0.29177
H -0.37463 -0.83039 -1.53769
H -1.78007 0.08745 -1.31507
H -2.02121 -0.23027 0.96733
H -1.29432 -1.87279 0.39757
H -0.56184 -0.84358 2.71029
H 0.63807 -1.39625 1.60437
```

Calculated values
- Relative energy (zero: lowest compared OMol25 entry of this formula, charge and spin): 35.3 kcal per mole
- SMILES: CNCCC[O-]
- Total charge: -1



Entry 2:
C3H5NO2 | the ωB97M-V functional and the def2-TZVPD basis

Geometry as XYZ:
```
11
Properties=species:S:1:pos:R:3
C 1.12426 0.15355 -1.37112
C 0.32556 -0.22344 -0.36903
O 0.13706 -1.51773 -0.00822
N -0.39208 0.65290 0.44244
C -1.24986 0.33492 1.47276
O -1.75079 1.17822 2.18352
H 0.46469 -2.05863 -0.74050
H 1.77132 -0.58690 -1.82819
H 1.16835 1.17465 -1.72722
H -0.17204 1.63639 0.36084
H -1.42648 -0.74393 1.58473
```

Calculated values
- Relative energy (zero: lowest compared OMol25 entry of this formula, charge and spin): 22.8 kcal per mole
- SMILES: C=C(O)NC=O



Entry 3:
C34H28BCsF4N4O3S4 | the ωB97M-V functional and the def2-TZVPD basis

Geometry as XYZ:
```
79
Properties=species:S:1:pos:R:3
Cs -0.36887 0.79699 0.25982
S 3.33558 0.80432 4.26307
C 1.86424 0.50556 5.07218
C 0.86857 0.17138 4.20171
C 1.22215 0.12337 2.80312
C 2.54750 0.45392 2.70267
C 3.37467 0.51444 1.49262
C 4.72011 0.92419 1.53183
C 5.47482 0.92165 0.38125
C 4.89269 0.51820 -0.81461
C 3.55773 0.15931 -0.77343
N 2.81309 0.15247 0.32600
H 1.81200 0.59999 6.14876
H -0.13166 -0.04260 4.56930
H 5.15050 1.25505 2.46720
H 6.51063 1.24235 0.41049
H 5.44184 0.50239 -1.74681
H 3.04895 -0.14041 -1.68643
S -0.95397 -3.16936 1.34712
C -1.15862 -4.06829 -0.00896
N -2.16372 -4.95679 -0.19653
C -2.29364 -5.73408 -1.42025
C -1.87672 -4.87055 -2.57332
N -0.49676 -4.44418 -2.34688
C 0.40721 -4.54689 -3.47896
C -0.07855 -3.78476 -4.69191
C 0.27128 -4.22197 -5.96618
C -0.15487 -3.52739 -7.08857
C -0.95491 -2.39972 -6.94650
C -1.31299 -1.96280 -5.67969
C -0.86025 -2.64390 -4.55750
C -0.09827 -4.00838 -1.14215
S 1.42742 -3.51689 -0.77230
C -3.02173 -5.37290 0.90083
C -2.59233 -6.70744 1.46485
C -1.30077 -6.87510 1.96321
C -0.90239 -8.10094 2.47138
C -1.78573 -9.17468 2.49214
C -3.07012 -9.01551 1.99690
C -3.46690 -7.78626 1.48307
H -3.34308 -6.01197 -1.53216
H -1.70040 -6.65584 -1.36263
H -2.53338 -4.00572 -2.66100
H -1.91516 -5.42138 -3.51251
H 0.51797 -5.60764 -3.73548
H 1.37899 -4.18273 -3.14990
H 0.87562 -5.11642 -6.07918
H 0.12344 -3.87588 -8.07633
H -1.31250 -1.87369 -7.82316
H -1.96678 -1.11129 -5.53983
H -1.16679 -2.29609 -3.58033
H -4.04590 -5.44354 0.52725
H -2.98482 -4.59277 1.65910
H -0.61331 -6.03736 1.95092
H 0.10308 -8.21739 2.85585
H -1.47031 -10.13066 2.89160
H -3.76353 -9.84766 2.00301
H -4.46892 -7.66320 1.08700
O -1.70243 3.47043 1.16409
C -0.55115 3.86558 0.98497
N 0.56214 3.11422 1.08554
S 1.89094 3.90373 0.65858
O 2.40321 3.40202 -0.59754
O 2.83520 4.05279 1.73350
C 1.10020 5.46851 0.35258
C 1.62804 6.67809 -0.05420
C 0.74184 7.73328 -0.23957
C -0.62547 7.56489 -0.02603
C -1.13483 6.33674 0.37974
C -0.24730 5.29321 0.56908
H 2.69050 6.79707 -0.22248
H 1.11786 8.69864 -0.55751
H -1.29499 8.40205 -0.18379
H -2.19246 6.17654 0.54587
F -3.66000 -0.54769 -3.99905
B -4.06596 -1.55894 -3.11105
F -2.93932 -1.95098 -2.32556
F -5.08942 -1.11458 -2.27761
F -4.48522 -2.69332 -3.84209
```

Calculated values
- Relative energy (zero: lowest compared OMol25 entry of this formula, charge and spin): 51.8 kcal per mole
- Total charge: -2



Entry 4:
C30H73FN6O3 | the ωB97M-V functional and the def2-TZVPD basis

Geometry as XYZ:
```
113
Properties=species:S:1:pos:R:3
F 1.32859 -0.90513 -0.51211
C 0.86904 2.29396 1.16697
C 1.81188 2.66246 -0.01916
N 3.00790 3.52932 0.36828
C 3.66220 4.37512 -0.50042
C 4.71470 5.00707 0.20912
N 4.72513 4.44737 1.49741
C 3.69985 3.52919 1.56968
C 5.61171 4.83342 2.58395
H 0.14187 3.04208 1.48263
H 1.35746 1.98836 2.09226
H 0.14812 1.56143 0.80399
H 1.37667 3.19885 -0.86235
H 2.20775 1.75727 -0.47962
H 3.25688 4.61135 -1.47320
H 5.40858 5.76403 -0.12548
H 3.51558 2.92015 2.44233
H 5.97318 3.94579 3.10317
H 5.00238 5.33230 3.33756
H 6.43434 5.41653 2.17002
C -8.73691 1.84325 0.32748
C -8.47814 0.39308 0.18046
C -7.00260 0.00559 -0.01387
C -6.24655 0.00570 1.33882
N -4.67692 -0.42262 1.27401
C -4.05552 -0.57588 2.63697
C -3.69153 0.81189 3.02971
C -2.95783 1.18645 1.78992
C -3.91496 0.79612 0.68021
C -4.52429 -1.71168 0.50647
H -9.78621 2.00744 0.08227
H -8.04924 2.33961 -0.35723
H -8.40742 2.20804 1.30035
H -8.98153 -0.15875 -0.61339
H -8.92071 -0.17007 1.00210
H -6.52742 0.63951 -0.76251
H -6.98408 -0.95783 -0.52334
H -6.66796 -0.76843 1.98012
H -6.33187 0.96142 1.85594
H -3.17985 -1.22492 2.64593
H -4.82462 -0.95629 3.30917
H -3.07204 0.81712 3.92654
H -4.59465 1.41371 3.13118
H -2.05370 0.57830 1.76147
H -2.64049 2.22864 1.75469
H -3.25278 0.58347 -0.15907
H -4.59301 1.61720 0.44745
H -5.24466 -2.49855 0.73006
H -3.53175 -2.12092 0.69483
H -4.50456 -1.52046 -0.56644
C 3.84285 -0.42897 -4.09289
N 4.69987 -1.31088 -3.19122
C 3.82304 -2.43882 -2.56831
C 5.83310 -2.11753 -4.02210
C 5.43948 -0.45464 -2.18370
C 4.64985 0.38811 -1.21506
O 4.02984 -0.50554 -0.25585
H 2.93196 -0.10735 -3.58796
H 3.55392 -1.09838 -4.90315
H 4.43403 0.37550 -4.53046
H 4.33646 -2.96764 -1.76529
H 3.39042 -3.19202 -3.22681
H 3.05182 -1.81117 -2.12180
H 6.25893 -2.82419 -3.30976
H 6.47703 -1.29599 -4.33601
H 5.37845 -2.56279 -4.90705
H 5.90362 0.30254 -2.81566
H 6.18988 -1.04847 -1.66180
H 3.86246 0.99242 -1.66553
H 5.37314 1.05196 -0.74150
H 3.11492 -0.67935 -0.48891
C 0.05073 -0.58552 -3.70007
N -1.31789 -0.08598 -3.30740
C -1.12837 1.06053 -2.32754
C -1.89422 0.47523 -4.58785
C -2.17135 -1.25113 -2.69162
C -1.52853 -2.05136 -1.50173
O -1.33557 -1.19966 -0.38979
H -0.01899 -1.38378 -4.43902
H 0.73194 -0.61495 -2.84967
H 0.58390 0.17898 -4.26519
H -0.56400 1.85742 -2.81186
H -0.48928 0.77011 -1.49368
H -2.11025 1.40872 -2.00697
H -2.85992 0.96449 -4.46081
H -2.07756 -0.45014 -5.13390
H -1.14381 1.15979 -4.98326
H -2.51031 -2.01044 -3.39637
H -3.14206 -0.82583 -2.43682
H -0.59035 -2.43745 -1.90028
H -2.03969 -2.96904 -1.21074
H -0.41099 -0.94281 -0.41791
C 2.50741 -2.60704 4.16514
N 2.07247 -2.15790 2.78863
C 2.03897 -0.62289 2.88967
C 3.09185 -2.66219 1.71988
C 0.61391 -2.69657 2.47494
C -0.42696 -2.72223 3.66353
O -0.79685 -1.40878 4.18428
H 3.55898 -2.35193 4.29625
H 2.34007 -3.67633 4.29451
H 1.98515 -2.14975 5.00551
H 1.49980 -0.18194 2.05123
H 3.04029 -0.20300 2.98538
H 1.54289 -0.30262 3.80587
H 3.27265 -3.68809 2.04074
H 4.06856 -2.18643 1.80814
H 2.63265 -2.58476 0.73438
H 0.75243 -3.73230 2.16478
H 0.19397 -2.09628 1.66785
H -0.08745 -3.36954 4.47213
H -1.37446 -3.13345 3.31538
H -0.95481 -1.46102 5.12976
```

Calculated values
- Relative energy (zero: lowest compared OMol25 entry of this formula, charge and spin): 20.5 kcal per mole
- Total charge: +4



Entry 5:
C28H25NO5S2 | the ωB97M-V functional and the def2-TZVPD basis

Geometry as XYZ:
```
61
Properties=species:S:1:pos:R:3
C -0.57715 3.16133 2.00924
O -0.61103 1.67034 1.81526
C -0.34414 0.86720 2.87771
S -0.65262 -0.85376 2.01811
C -2.43432 -0.86847 1.97684
C -3.05370 -1.68700 2.90896
C -4.43224 -1.58812 3.03535
C -5.16028 -0.79745 2.15296
C -4.52773 -0.18374 1.07272
C -3.13722 -0.22476 0.95682
O -0.25082 -0.86515 0.62474
O -0.11460 -1.78050 3.00441
S 1.63109 0.63388 3.22489
C 2.75171 -0.32535 2.15775
C 3.35749 -1.52908 2.55406
C 4.23710 -2.18886 1.67512
C 4.61115 -1.60413 0.46641
C 4.04370 -0.38683 0.10492
C 3.15212 0.26760 0.96103
O 2.07807 2.01593 3.15353
O 1.61102 -0.06830 4.50269
H -0.82058 3.61409 1.04588
H -1.40296 3.39950 2.70040
H 0.42001 3.47893 2.36062
H -2.46606 -2.37540 3.50753
H -4.91194 -2.14606 3.82451
H -6.23100 -0.67041 2.30041
H -5.11463 0.32356 0.32189
H -2.60816 0.21037 0.09922
H 3.08868 -1.97928 3.50773
H 4.63018 -3.16868 1.93239
H 5.35166 -2.07078 -0.18058
H 4.27725 0.07306 -0.84647
H 2.70434 1.22304 0.68656
C -0.52861 2.72532 4.88926
C -0.98596 1.35803 4.34029
N -2.34690 1.06937 4.87817
C -2.72837 -0.01865 5.68370
C -1.98457 -1.15346 6.01584
C -2.63570 -2.17944 6.75519
C -3.98146 -2.02625 7.14878
C -4.73308 -0.90812 6.77809
C -4.09659 0.10560 6.05952
C -4.57109 1.29534 5.40413
C -3.47135 1.89121 4.74235
C -3.59161 2.99962 3.93248
C -4.87880 3.41905 3.61414
C -6.00381 2.83438 4.23597
C -5.84736 1.78122 5.12849
H 0.53508 2.68306 5.17083
H -0.57824 3.56227 4.16901
H -1.14569 3.06008 5.75535
H -0.33370 0.56495 4.75197
H -0.94589 -1.28613 5.69860
H -2.08986 -3.10756 6.99659
H -4.45521 -2.80071 7.74880
H -5.77121 -0.79392 7.03004
H -2.73107 3.51574 3.53904
H -5.03590 4.19141 2.86116
H -7.01281 3.22211 4.00910
H -6.71034 1.30779 5.57626
```

Calculated values
- Relative energy (zero: lowest compared OMol25 entry of this formula, charge and spin): 0.0 kcal per mole
- SMILES: COC([C@@H](C)n1c2ccccc2c2ccccc21)(S(=O)(=O)c1ccccc1)S(=O)(=O)c1ccccc1



Entry 6:
C9H7N3O2 | the ωB97M-V functional and the def2-TZVPD basis

Geometry as XYZ:
```
21
Properties=species:S:1:pos:R:3
C 2.69018 1.22051 0.20658
C -2.85357 0.74197 1.34453
C -2.63060 1.42043 0.17483
C -1.98120 -0.21185 1.84797
C -1.41439 1.25656 -0.54382
C -0.71999 -0.35023 1.12042
C -0.48599 0.30458 -0.12016
C 1.51831 -0.89390 -0.30577
C 2.44290 -1.60408 -1.22930
N 3.18971 2.15148 -0.25442
N 0.07223 -1.32750 1.51633
N 0.58875 -0.02936 -0.87811
O 0.75547 0.30325 -2.06702
O 1.22655 -1.47553 0.83612
H -3.86430 0.73894 1.89725
H -3.30695 2.17081 -0.15918
H -2.05449 -0.95699 2.75146
H -1.14482 1.66300 -1.44075
H 1.80892 -2.02945 -2.05934
H 3.14089 -2.21394 -0.75402
H 3.02238 -0.87870 -1.88360
```

Calculated values
- Relative energy (zero: lowest compared OMol25 entry of this formula, charge and spin): 136.8 kcal per mole



Entry 7:
C4H3Li2MnO2 | the ωB97M-V functional and the def2-TZVPD basis

Geometry as XYZ:
```
12
Properties=species:S:1:pos:R:3
O 2.44370 0.00432 -0.48918
C 1.13652 0.34243 -0.61305
C 0.13941 -0.37926 -0.05036
Mn 3.20692 -0.09126 1.07249
Li -0.86891 -2.05418 -0.53834
H 1.02449 1.44444 -0.69710
C -2.30702 -0.30907 0.52785
C -1.22623 0.17530 -0.15378
O -3.53909 0.12757 0.48977
H -2.12391 -1.17890 1.20165
H -1.43297 1.00990 -0.84848
Li -4.50746 1.35498 -0.25943
```

Calculated values
- Relative energy (zero: lowest compared OMol25 entry of this formula, charge and spin): 0.0 kcal per mole
- Total charge: +1
- Multiplicity: 6



Entry 8:
C4H10N2O | the ωB97M-V functional and the def2-TZVPD basis

Geometry as XYZ:
```
17
Properties=species:S:1:pos:R:3
C -0.71391 -0.82110 -0.28876
C 1.66223 -0.09089 -0.67801
N 0.75163 -0.75859 0.24977
N -0.36188 1.07497 1.82332
C -1.29225 0.53975 -0.30404
C -1.18210 1.35919 0.76999
O -0.81283 -1.41038 -1.55496
H -0.60812 -2.34989 -1.49311
H 1.07778 -1.70448 0.43144
H -1.19500 -1.45176 0.47853
H 0.37883 0.21432 1.47087
H -0.07141 1.88705 2.34876
H -1.77013 0.84718 -1.21859
H -1.53354 2.38298 0.68430
H 2.65935 -0.03941 -0.23639
H 1.27607 0.91603 -0.83751
H 1.73530 -0.59496 -1.64561
```

Calculated values
- Relative energy (zero: lowest compared OMol25 entry of this formula, charge and spin): 57.4 kcal per mole
- SMILES: CN[C@H](O)/C=C\N



Entry 9:
C39H70EuGeN2O7SSe | the ωB97M-V functional and the def2-TZVPD basis

Geometry as XYZ:
```
122
Properties=species:S:1:pos:R:3
Eu 0.54529 1.13154 0.79194
C 1.97852 4.18959 -0.78803
N 0.79156 3.34753 -1.20168
C -0.31614 4.29860 -1.32784
C 1.06015 2.68761 -2.53040
C -0.09240 1.82145 -3.04542
N -0.33356 0.57899 -2.23228
C -1.75321 0.19646 -2.14316
C -2.65518 1.27677 -1.61338
C -3.48893 1.85563 -2.55738
C -4.41287 2.83571 -2.17978
C -4.49943 3.16464 -0.79861
C -3.78462 2.48855 0.16486
C -2.71795 1.63747 -0.22640
O -1.79608 1.13800 0.52619
C -4.25195 2.59400 1.63059
C -3.65074 3.87923 2.25498
C -3.76055 1.41075 2.44075
C -5.76856 2.57164 1.77521
C -5.27647 3.34118 -3.28266
C -4.43458 4.16772 -4.27241
C -6.29844 4.35977 -2.78988
C -6.02929 2.11049 -3.89966
C 0.52000 -0.53631 -2.64898
C 0.22300 -1.91622 -2.00855
C 0.02460 -3.00842 -2.89136
C -0.07703 -4.30443 -2.38084
C 0.08604 -4.43591 -0.96988
C 0.10825 -3.41972 -0.06132
C 0.23980 -2.08880 -0.59924
O 0.45838 -1.07897 0.16239
C 0.08486 -3.74043 1.42129
C 0.25399 -5.28284 1.70504
C 1.28726 -3.03182 2.13848
C -1.20308 -3.25893 2.13744
C -0.50447 -5.54147 -3.14413
C -0.51279 -5.26217 -4.63867
C 0.38941 -6.76977 -2.82939
C -1.98431 -5.93415 -2.71832
H 2.13266 5.00215 -1.51567
H 2.85298 3.48210 -0.69647
H 1.77041 4.57226 0.20651
H -0.12670 5.02228 -2.11151
H -0.39215 4.84671 -0.41494
H -1.23330 3.80668 -1.54999
H 1.94289 2.07747 -2.40982
H 1.23455 3.55706 -3.23535
H 0.09273 1.51553 -4.07881
H -1.00644 2.40951 -3.11790
H -1.94164 -0.65845 -1.46015
H -2.11940 -0.14774 -3.10398
H -3.30542 1.64717 -3.64535
H -5.20304 3.89927 -0.46385
H -2.54964 3.76903 2.40820
H -4.19312 4.15083 3.20505
H -3.74437 4.65769 1.55843
H -2.63572 1.40033 2.37022
H -3.93661 0.38634 2.06485
H -4.12229 1.50177 3.46343
H -6.33291 3.35788 1.18861
H -6.06690 2.78647 2.84363
H -6.22577 1.65465 1.51747
H -4.13446 5.09161 -3.75494
H -5.08271 4.34216 -5.14291
H -3.48694 3.72653 -4.71645
H -5.93631 5.10294 -2.03984
H -7.19130 3.90641 -2.37024
H -6.57982 4.96971 -3.66232
H -5.43263 1.50154 -4.59398
H -6.91145 2.46118 -4.35671
H -6.37704 1.50952 -3.08952
H 1.61460 -0.28229 -2.45238
H 0.45709 -0.59873 -3.74323
H -0.14580 -2.81056 -3.98202
H 0.09356 -5.47503 -0.59555
H 1.06794 -5.73335 1.13752
H -0.60823 -5.83251 1.39405
H 0.33959 -5.36109 2.81587
H 2.18790 -3.20757 1.53904
H 1.42240 -3.38295 3.15615
H 1.08031 -1.93495 2.24702
H -2.11381 -3.62877 1.68191
H -1.33406 -2.19069 2.27472
H -1.18776 -3.73240 3.12720
H 0.48838 -5.12228 -5.04852
H -1.23032 -4.46717 -4.88780
H -0.90888 -6.11045 -5.21200
H 1.44558 -6.53446 -2.83006
H 0.24247 -7.56132 -3.59943
H 0.12248 -7.24759 -1.86987
H -2.62504 -5.08374 -2.58198
H -2.00962 -6.45768 -1.78267
H -2.48264 -6.61693 -3.44332
O 2.79037 2.29972 4.22363
S 2.32628 1.80318 2.91962
O 1.75502 2.89887 2.08420
O 1.19905 0.81973 3.04614
O 3.51282 1.24513 2.22073
O 2.91264 0.89429 -0.09057
H 3.36325 0.06260 -0.33462
H 3.29374 0.99798 0.89402
C 8.71066 -1.94455 3.81322
Ge 7.27021 -0.48736 3.61568
C 5.67097 -1.65082 3.99056
C 6.98668 0.48090 2.00707
C 7.34465 0.91402 5.01816
Se 5.60681 1.76912 5.22001
C 5.06373 0.75538 6.80264
H 9.70339 -1.53944 3.58629
H 8.46928 -2.75980 3.17140
H 8.58343 -2.22473 4.88546
H 4.65290 -1.13631 4.03624
H 5.80647 -2.28965 4.85671
H 5.60204 -2.39305 3.15934
H 6.41430 -0.15842 1.33817
H 7.87026 0.97434 1.55230
H 6.23750 1.32366 2.19163
H 8.04055 1.68166 4.57987
H 7.88857 0.59754 5.88891
H 5.87157 0.30817 7.35476
H 4.43720 -0.06733 6.44783
H 4.49287 1.41613 7.51080
```

Calculated values
- Relative energy (zero: lowest compared OMol25 entry of this formula, charge and spin): 10.8 kcal per mole
- Total charge: -1
- Multiplicity: 7